Entry 1:
Density functional theory data (the ωB97M-V functional and the def2-TZVPD basis) for C25H20BrN5O2S5SbTc as an isolated structure at a distorted geometry.

* total energy: -6274.44303 a.u.
* Kohn-Sham gap (alpha / beta): 5.983 / 5.992 eV
* E_HOMO (alpha / beta): -13.684 / -13.687 eV
* energy above the lowest of the compared OMol25 structures with the same formula, charge and spin: 185.6 kJ/mol
* net charge: +2
* LUMO (alpha / beta): -7.701 / -7.694 eV

Each line ends with the Löwdin charge.
Element x y z (Å)
Tc (0.2053, -1.4443, 1.1268)  0.952
C (-0.6898, -5.1299, -1.1502)  -0.035
C (-1.8779, -4.7337, -1.7517)  -0.041
C (-2.4380, -3.5044, -1.4515)  -0.007
C (-1.8241, -2.6535, -0.5284)  -0.220
C (-0.5852, -3.0342, 0.0195)  -0.340
C (-0.0400, -4.2699, -0.2734)  -0.127
C (-2.3952, -1.3692, -0.1039)  -0.226
C (-3.5724, -0.8238, -0.6468)  0.025
C (-3.9597, 0.4401, -0.3010)  0.047
C (-3.2314, 1.1687, 0.6640)  -0.137
C (-3.5750, 2.4796, 1.0576)  -0.002
C (-2.8875, 3.1044, 2.0600)  -0.036
C (-1.8667, 2.4164, 2.7434)  -0.029
C (-1.4983, 1.1517, 2.3699)  -0.051
C (-2.1306, 0.5234, 1.2804)  -0.187
N (-1.7012, -0.6971, 0.8215)  -0.027
H (-0.2691, -6.1045, -1.3575)  0.122
H (-2.3816, -5.3947, -2.4439)  0.121
H (-3.3618, -3.2166, -1.9364)  0.114
H (0.8840, -4.5820, 0.1958)  0.089
H (-4.1547, -1.3988, -1.3508)  0.118
H (-4.8420, 0.8843, -0.7455)  0.138
H (-4.4027, 2.9758, 0.5667)  0.129
H (-3.1408, 4.1145, 2.3507)  0.121
H (-1.3749, 2.8948, 3.5805)  0.122
H (-0.7473, 0.6150, 2.9388)  0.054
C (1.0181, 0.4811, -4.2158)  0.020
C (1.7971, -0.3904, -3.3122)  -0.293
N (2.9357, -0.9393, -3.5578)  0.165
N (3.2618, -1.6265, -2.4295)  0.067
C (2.3405, -1.5211, -1.4733)  -0.654
S (2.4136, -2.1520, 0.0882)  0.773
N (1.3957, -0.7306, -2.0189)  -0.051
N (0.2343, -0.4049, -1.3428)  0.106
H (1.5430, 0.5617, -5.1638)  0.104
H (0.9100, 1.4839, -3.7968)  0.069
H (0.0235, 0.0714, -4.3990)  0.095
H (4.1263, -2.1416, -2.3766)  0.176
H (-0.5684, -0.8092, -1.8157)  0.122
H (0.1297, 0.6037, -1.2822)  0.115
S (-1.3878, -0.7712, 5.5503)  -0.092
Sb (-0.0561, -2.3755, 6.2848)  0.735
S (1.7756, -1.1825, 2.8838)  0.511
S (-0.7707, -2.8116, 2.7543)  0.182
S (0.8003, -3.2309, 3.9288)  -0.131
Br (2.2866, 4.3932, -2.6694)  0.793
C (2.5606, 3.9221, -0.8561)  -0.655
C (3.2006, 4.7925, 0.0154)  -0.077
C (3.3924, 4.4191, 1.3386)  -0.030
C (2.9624, 3.1846, 1.7967)  0.012
C (2.3115, 2.3278, 0.9146)  -0.122
C (2.1028, 2.6989, -0.4121)  -0.065
C (1.7895, 1.0213, 1.3442)  -0.514
O (2.3240, 0.4631, 2.3646)  -0.302
O (0.8450, 0.4882, 0.7070)  -0.199
H (3.5527, 5.7528, -0.3356)  0.119
H (3.8833, 5.1031, 2.0172)  0.124
H (3.1217, 2.8855, 2.8237)  0.129
H (1.6027, 2.0213, -1.0890)  0.082

Atoms 1-6, force components in eV/Å:
Tc 0.7824 -0.7833 0.0515
C -0.0255 0.1482 0.1079
C -0.0679 -0.0492 -0.0552
C -0.0969 0.0538 -0.0046
C 0.2270 -0.1653 -0.0210
C 0.0851 0.3624 0.0768

Entry 2:
Density functional theory data (the ωB97M-V functional and the def2-TZVPD basis) for C25H20Cl2N5PdS2 as an isolated structure.

* total energy: -3082.20729 a.u.
* Kohn-Sham gap: 6.628 eV
* E_HOMO: -17.192 eV
* net charge: +3
* LUMO: -10.565 eV

Each line ends with the Löwdin charge.
Element x y z (Å)
Pd (0.7337, 0.4211, 0.1965)  0.642
C (3.0551, -1.2182, 3.4131)  0.004
C (4.3487, -0.9793, 2.9798)  0.021
C (4.5521, -0.3724, 1.7479)  0.044
C (3.4602, -0.0199, 0.9772)  -0.183
N (2.2016, -0.2549, 1.4146)  -0.035
C (2.0040, -0.8366, 2.6021)  -0.085
C (3.5463, 0.6467, -0.3343)  -0.182
C (4.7299, 0.9170, -0.9958)  0.043
C (4.6910, 1.5669, -2.2212)  0.020
C (3.4661, 1.9311, -2.7561)  0.003
C (2.3192, 1.6244, -2.0509)  -0.082
N (2.3562, 0.9958, -0.8728)  -0.032
H (2.8538, -1.6846, 4.3668)  0.134
H (5.1949, -1.2557, 3.5946)  0.140
H (5.5557, -0.1699, 1.4047)  0.130
H (0.9779, -0.9912, 2.9042)  0.115
H (5.6779, 0.6275, -0.5674)  0.129
H (5.6093, 1.7864, -2.7491)  0.140
H (3.3930, 2.4449, -3.7037)  0.133
H (1.3424, 1.8897, -2.4296)  0.111
Cl (-0.0101, 2.6295, 2.4461)  0.742
C (-1.4587, 1.8843, 3.0227)  -0.643
C (-2.0324, 2.4053, 4.1626)  -0.063
C (-3.2298, 1.8753, 4.6325)  0.012
C (-3.8732, 0.8468, 3.9629)  -0.058
C (-3.3042, 0.3255, 2.8173)  -0.659
Cl (-4.1486, -0.9195, 1.9731)  0.750
C (-2.0685, 0.8102, 2.3401)  -0.595
S (-1.3771, -0.0660, 1.0069)  0.680
H (-1.5536, 3.2266, 4.6766)  0.129
H (-3.6762, 2.2880, 5.5277)  0.140
H (-4.8152, 0.4543, 4.3194)  0.131
C (-3.2385, 2.5466, -2.6426)  0.029
N (-2.8977, 1.1178, -2.7634)  -0.089
C (-3.4077, 0.2833, -3.7165)  0.043
C (-2.8838, -0.9492, -3.4935)  0.047
N (-2.0435, -0.8525, -2.4125)  0.045
C (-2.0570, 0.4221, -1.9789)  -0.494
S (-1.2863, 1.2580, -0.6281)  0.762
C (-1.3032, -1.9854, -1.8883)  -0.279
C (-1.9165, -3.2219, -1.8450)  0.030
C (-1.1412, -4.2883, -1.4080)  0.004
C (0.1734, -4.0569, -1.0365)  -0.006
C (0.6644, -2.7619, -1.0980)  -0.108
N (-0.0635, -1.7266, -1.5256)  0.086
H (-4.0026, 2.7674, -3.3811)  0.115
H (-2.3622, 3.1597, -2.8402)  0.110
H (-3.6325, 2.7488, -1.6496)  0.104
H (-4.0899, 0.6279, -4.4753)  0.160
H (-3.0097, -1.8702, -4.0356)  0.157
H (-2.9518, -3.3600, -2.1244)  0.133
H (-1.5648, -5.2824, -1.3603)  0.136
H (0.8093, -4.8641, -0.7013)  0.129
H (1.6839, -2.5411, -0.8038)  0.112

Atoms 1-6, force components in eV/Å:
Pd 0.6327 0.1079 0.1596
C -0.0166 0.0054 -0.0065
C 0.0071 0.0044 -0.0124
C -0.0157 -0.0218 0.0180
C 0.0017 0.0026 0.0343
N 0.0184 0.0711 -0.0418

Entry 3:
Density functional theory data (the ωB97M-V functional and the def2-TZVPD basis) for C25H20Cl4InN4O2 as an isolated structure.

* total energy: -3364.96887 a.u.
* Kohn-Sham gap: 6.500 eV
* E_HOMO: -9.729 eV
* energy above the lowest of the compared OMol25 structures with the same formula, charge and spin: 0.0 kJ/mol
* net charge: +1
* LUMO: -3.229 eV

Each line ends with the Löwdin charge.
Element x y z (Å)
In (0.1373, 0.4655, -0.0313)  0.909
C (-0.6907, -1.7913, 2.0684)  -0.135
C (-2.0937, -1.3130, 1.6907)  -0.090
C (-2.3153, 0.1509, 1.9805)  -0.247
C (-3.5355, 0.6198, 2.4404)  0.010
C (-3.6988, 1.9745, 2.6692)  -0.018
C (-2.6316, 2.8315, 2.4476)  -0.022
C (-1.4519, 2.2938, 1.9830)  -0.100
N (-1.2866, 0.9822, 1.7553)  0.056
N (0.3148, -1.6181, 0.9927)  -0.206
C (0.1411, -2.5726, -0.1178)  -0.099
C (1.0208, -2.2019, -1.2962)  -0.249
C (1.3435, -3.1339, -2.2644)  0.010
C (2.0632, -2.7260, -3.3761)  -0.015
C (2.4644, -1.4030, -3.4775)  -0.020
C (2.1326, -0.5387, -2.4535)  -0.074
N (1.4300, -0.9288, -1.3838)  0.053
C (1.6765, -1.7145, 1.5506)  -0.097
C (2.1598, -0.3981, 2.1058)  -0.229
C (2.9674, -0.3212, 3.2261)  0.016
C (3.4668, 0.9115, 3.6168)  -0.012
C (3.1474, 2.0396, 2.8775)  -0.018
C (2.3252, 1.8919, 1.7792)  -0.080
N (1.8432, 0.6991, 1.4043)  0.047
H (-0.7054, -2.8436, 2.3712)  0.138
H (-0.3363, -1.2112, 2.9225)  0.134
H (-2.8285, -1.9001, 2.2395)  0.130
H (-2.2972, -1.4761, 0.6278)  0.116
H (-4.3439, -0.0768, 2.6165)  0.126
H (-4.6494, 2.3588, 3.0145)  0.122
H (-2.7146, 3.8961, 2.6099)  0.120
H (-0.6053, 2.9322, 1.7654)  0.113
H (-0.8895, -2.5167, -0.4662)  0.127
H (0.3454, -3.5979, 0.2089)  0.148
H (1.0123, -4.1584, -2.1577)  0.130
H (2.3060, -3.4336, -4.1576)  0.124
H (3.0200, -1.0433, -4.3313)  0.120
H (2.4276, 0.5032, -2.4854)  0.130
H (2.3612, -1.9821, 0.7451)  0.139
H (1.7389, -2.5031, 2.3056)  0.144
H (3.2044, -1.2204, 3.7788)  0.129
H (4.1011, 0.9901, 4.4899)  0.126
H (3.5187, 3.0176, 3.1474)  0.123
H (2.0387, 2.7431, 1.1724)  0.130
Cl (-2.4455, 0.5341, -6.1614)  0.683
C (-1.9093, 1.0412, -4.6060)  -0.707
C (-1.5686, 2.3689, -4.3762)  -0.707
Cl (-1.6983, 3.5315, -5.6390)  0.683
C (-1.1083, 2.7623, -3.1143)  -0.616
Cl (-0.6168, 4.3877, -2.8059)  0.715
C (-1.0323, 1.8490, -2.0776)  -0.361
O (-0.5669, 2.1802, -0.8435)  -0.187
C (-1.4235, 0.4991, -2.2973)  -0.372
O (-1.3028, -0.3721, -1.2853)  -0.187
C (-1.8103, 0.1087, -3.5701)  -0.609
Cl (-2.1515, -1.5679, -3.8283)  0.707

Atoms 1-6, force components in eV/Å:
In -0.2190 -0.5349 0.4910
C -0.0289 -0.0435 -0.0707
C 0.0399 0.0660 -0.0002
C 0.0696 -0.0984 -0.0142
C 0.0072 -0.0117 0.0662
C -0.0183 0.0064 0.0028